C71H172N12O16 | the ωB97M-V functional and the def2-TZVPD basis

CARTESIAN COORDINATES (ANGSTROEM)
C  13.561  21.924  20.903
C  13.114  22.154  22.341
C  11.981  21.172  22.913
O  10.723  21.628  22.425
C  9.566  21.009  23.016
N  14.328  22.052  23.183
H  13.774  20.892  20.624
H  14.421  22.544  20.650
H  12.756  22.313  20.280
H  12.752  23.181  22.399
H  12.014  21.312  23.993
H  12.336  20.149  22.786
H  9.691  20.671  24.045
H  9.282  20.132  22.434
H  8.696  21.662  22.963
H  14.192  22.489  24.083
H  14.613  21.117  23.435
C  17.045  19.091  17.871
C  18.212  19.338  18.826
C  17.952  20.587  19.726
O  17.709  21.701  18.911
C  17.657  22.938  19.600
N  18.477  18.090  19.546
H  17.012  19.816  17.058
H  16.102  19.122  18.417
H  17.039  18.110  17.397
H  19.131  19.525  18.270
H  18.869  20.854  20.251
H  17.176  20.351  20.454
H  17.610  23.731  18.855
H  18.535  23.183  20.199
H  16.700  23.018  20.115
H  19.137  18.344  20.267
H  17.592  17.824  19.955
C  13.747  17.069  22.176
C  14.869  17.910  21.509
C  15.823  18.540  22.516
O  15.116  19.340  23.399
C  15.605  19.467  24.678
N  15.671  17.045  20.628
H  14.244  16.212  22.629
H  13.066  16.629  21.448
H  13.198  17.501  23.013
H  14.439  18.762  20.983
H  16.642  19.122  22.094
H  16.396  17.694  22.895
H  15.401  18.591  25.294
H  15.115  20.310  25.165
H  16.686  19.603  24.649
H  15.911  16.266  21.224
H  15.143  16.621  19.878
C  18.291  14.224  21.217
C  16.886  13.756  20.999
C  16.881  12.205  20.834
O  17.632  11.724  19.747
C  17.702  10.289  19.707
N  16.050  14.297  22.061
H  18.380  15.306  21.316
H  18.927  13.922  20.386
H  18.767  13.862  22.128
H  16.597  14.296  20.097
H  15.863  11.863  20.650
H  17.156  11.831  21.821
H  17.717  9.863  18.704
H  16.806  9.825  20.118
H  18.612  9.943  20.197
H  16.497  14.117  22.949
H  15.177  13.790  22.089
C  16.016  20.778  14.165
C  14.726  20.337  14.839
C  13.767  21.493  15.259
O  14.336  22.535  16.047
C  14.759  22.212  17.320
N  14.064  19.444  13.910
H  16.682  20.018  13.756
H  16.746  21.224  14.840
H  15.842  21.507  13.373
H  14.873  19.714  15.721
H  12.874  21.105  15.748
H  13.393  21.894  14.316
H  15.245  23.067  17.789
H  15.579  21.500  17.229
H  13.985  21.757  17.938
H  13.839  19.897  13.036
H  13.169  19.148  14.272
C  20.993  26.894  11.041
O  20.001  27.807  11.552
C  18.898  27.732  10.632
C  17.702  28.519  11.181
N  16.834  27.834  12.112
C  17.398  27.449  13.377
C  16.315  27.139  14.358
O  16.820  26.588  15.590
C  15.867  25.787  16.265
H  21.780  26.646  11.753
H  21.418  27.129  10.065
H  20.542  25.915  10.878
H  18.552  26.717  10.436
H  19.193  28.153  9.670
H  17.018  28.644  10.341
H  18.112  29.475  11.507
H  16.450  27.011  11.670
H  17.915  28.335  13.746
H  18.033  26.564  13.420
H  15.485  26.578  13.928
H  15.897  28.054  14.776
H  14.844  26.154  16.176
H  15.983  25.748  17.348
H  15.765  24.767  15.894
C  19.050  17.966  14.387
O  17.785  17.830  13.714
C  16.829  16.877  14.284
C  17.220  15.431  14.082
N  17.272  14.961  12.709
C  18.392  15.507  11.895
C  18.570  14.775  10.599
O  18.995  13.517  10.920
C  19.025  12.598  9.759
H  19.036  18.246  15.440
H  19.578  18.790  13.906
H  19.514  16.980  14.387
H  15.938  17.082  13.691
H  16.578  17.234  15.283
H  16.395  14.938  14.595
H  18.113  15.245  14.679
H  17.337  13.955  12.650
H  19.376  15.554  12.362
H  18.233  16.526  11.542
H  19.337  15.266  10.000
H  17.624  14.833  10.059
H  18.020  12.487  9.353
H  19.262  11.575  10.053
H  19.694  13.022  9.011
C  12.646  23.879  26.027
O  13.986  23.549  25.701
C  14.876  24.665  25.935
C  16.326  24.274  25.444
N  16.369  24.034  23.970
C  17.691  23.685  23.508
C  18.117  22.203  23.710
O  19.265  21.945  22.905
C  19.866  20.656  23.063
H  12.195  24.419  25.193
H  12.652  24.300  27.032
H  12.126  22.922  26.001
H  14.968  24.827  27.009
H  14.460  25.529  25.418
H  16.597  23.397  26.032
H  16.980  25.118  25.665
H  15.677  23.358  23.677
H  18.336  24.393  24.029
H  17.719  23.901  22.440
H  17.239  21.617  23.436
H  18.332  22.152  24.777
H  20.708  20.516  22.385
H  19.224  19.829  22.758
H  20.310  20.535  24.051
C  13.810  14.579  18.308
O  13.530  15.897  18.919
C  13.650  16.909  17.906
C  12.771  18.142  18.341
N  11.360  17.829  18.262
C  10.479  18.698  18.993
C  10.249  18.216  20.360
O  10.016  16.813  20.354
C  9.725  16.230  21.601
H  14.809  14.608  17.873
H  13.111  14.295  17.522
H  13.869  13.839  19.106
H  13.347  16.567  16.917
H  14.649  17.268  17.658
H  13.040  18.920  17.627
H  13.064  18.431  19.350
H  11.334  16.898  18.652
H  9.504  18.691  18.505
H  10.824  19.722  19.136
H  9.471  18.875  20.747
H  11.116  18.408  20.991
H  10.576  16.321  22.276
H  9.788  15.150  21.471
H  8.785  16.582  22.026
C  23.855  20.390  23.837
C  24.195  21.646  22.985
C  25.017  21.084  21.715
C  25.113  22.122  20.567
C  23.685  22.625  20.132
C  22.931  23.188  21.280
N  22.968  22.374  22.523
O  22.248  22.920  23.576
C  23.565  24.616  21.572
C  21.434  23.351  20.838
C  25.217  22.520  23.824
H  23.404  20.698  24.781
H  24.793  19.915  24.125
H  23.210  19.711  23.280
H  25.986  20.679  22.008
H  24.455  20.235  21.326
H  25.635  21.609  19.758
H  25.745  22.992  20.744
H  23.156  21.785  19.682
H  23.966  23.423  19.444
H  24.630  24.527  21.787
H  23.363  25.361  20.803
H  23.236  25.076  22.504
H  21.295  23.973  19.953
H  21.021  22.362  20.642
H  20.955  23.804  21.706
H  26.087  22.045  24.278
H  24.734  23.192  24.534
H  25.576  23.171  23.027
H  21.470  22.380  23.423
C  22.653  25.532  14.401
C  22.019  24.726  15.555
C  20.488  25.084  15.623
C  19.603  24.154  16.412
C  19.761  22.766  15.889
C  21.259  22.216  15.828
N  22.104  23.250  15.163
O  23.354  22.776  14.747
C  21.833  21.912  17.192
C  21.221  20.909  15.007
C  22.698  25.134  16.882
H  22.309  25.156  13.437
H  23.719  25.362  14.246
H  22.505  26.611  14.354
H  20.396  26.097  16.015
H  20.208  25.083  14.570
H  18.572  24.450  16.220
H  19.743  24.292  17.484
H  19.216  22.667  14.950
H  19.147  22.136  16.532
H  22.896  21.668  17.205
H  21.781  22.701  17.941
H  21.325  21.077  17.675
H  20.512  20.189  15.415
H  20.977  21.257  14.003
H  22.205  20.441  14.979
H  22.972  26.189  16.854
H  23.651  24.605  16.893
H  22.164  24.942  17.812
H  23.867  22.701  15.555
C  23.465  18.711  19.073
C  22.780  17.562  18.362
C  23.967  16.793  17.650
C  23.642  15.427  17.026
C  23.126  14.570  18.164
C  21.914  15.181  18.889
N  22.185  16.593  19.310
O  21.100  17.151  20.125
C  20.577  15.061  18.078
C  21.897  14.327  20.200
C  21.851  18.200  17.347
H  24.111  19.229  18.365
H  24.072  18.396  19.922
H  22.716  19.366  19.519
H  24.176  17.291  16.703
H  24.887  16.775  18.234
H  24.487  14.974  16.508
H  22.850  15.466  16.278
H  23.932  14.590  18.898
H  22.983  13.510  17.951
H  20.612  15.710  17.203
H  20.539  14.068  17.629
H  19.646  15.293  18.594
H  20.993  14.675  20.700
H  21.830  13.272  19.937
H  22.747  14.523  20.854
H  21.702  17.573  16.468
H  22.241  19.153  16.988
H  20.858  18.369  17.763
H  20.348  17.276  19.541

## Properties
E_LUMO: 0.444 eV
orbital gap: 8.3737 eV
SMILES: CC1(C)CCCC(C)(C)N1O.CC1(C)CCCC(C)(C)N1O.CC1(C)CCCC(C)(C)N1O.COC[C@H](C)N.COC[C@H](C)N.COC[C@H](C)N.COC[C@H](C)N.COC[C@H](C)N.COCCNCCOC.COCCNCCOC.COCCNCCOC.COCCNCCOC
2S+1: 1
energy above the lowest of the compared OMol25 structures with the same formula, charge and spin: 0.000 eV
E_HOMO: -7.93 eV

Löwdin atomic charge list, values in e, 6 entries: C -0.060; C -0.345; C -0.167; O -0.179; C -0.089; N 0.044